{
  "formula": "C5H11NOS",
  "method": "ωB97M-V with the def2-TZVPD basis set",
  "de_lowest_kj_mol": 437.3,
  "largest_force_ev_per_a": 3.52,
  "e_homo_ev": -8.86,
  "elements": ["O", "C", "N", "C", "C", "S", "C", "C", "H", "H", "H", "H", "H", "H", "H", "H", "H", "H", "H"],
  "positions_angstrom": [[0.087, 1.820, 1.125], [1.003, 1.194, 0.636], [0.815, 0.273, -0.457], [-0.596, -0.111, -0.649], [-1.110, -0.916, 0.561], [-2.926, -0.800, 0.616], [-0.692, -0.835, -1.996], [2.393, 1.282, 0.976], [1.472, -0.472, -0.271], [-1.142, 0.829, -0.721], [-0.627, -0.412, 1.400], [-0.825, -1.957, 0.413], [-2.971, 0.363, 1.313], [-0.222, -0.194, -2.740], [-0.240, -1.825, -1.960], [-1.757, -0.863, -2.234], [3.091, 0.981, 0.206], [2.728, 1.833, 1.842], [1.518, -0.191, 1.940]],
  "lowdin_charge": [0.031, -0.700, 0.022, -0.478, -0.522, 0.712, -0.065, 0.154, 0.102, 0.125, 0.046, 0.074, -0.124, 0.077, 0.077, 0.068, 0.072, 0.064, 0.265]
}

***

{
  "formula": "C26H32As2PtTe2",
  "method": "ωB97M-V with the def2-TZVPD basis set",
  "de_lowest_kj_mol": 176.9,
  "total_charge": 2,
  "largest_force_ev_per_a": 1.36,
  "e_homo_ev": -13.80,
  "elements": ["Pt", "C", "As", "C", "C", "C", "C", "C", "C", "C", "As", "C", "C", "H", "H", "H", "H", "H", "H", "H", "H", "H", "H", "H", "H", "H", "H", "H", "H", "C", "Te", "C", "C", "C", "C", "C", "C", "C", "H", "H", "H", "H", "H", "H", "H", "H", "C", "Te", "C", "C", "C", "C", "C", "C", "C", "H", "H", "H", "H", "H", "H", "H", "H"],
  "positions_angstrom": [[0.217, 0.893, 0.559], [-3.054, 2.812, 0.264], [-2.150, 1.265, 0.955], [-2.594, 1.250, 2.826], [-3.116, -0.250, 0.273], [-4.506, -0.236, 0.205], [-5.184, -1.345, -0.279], [-4.476, -2.470, -0.690], [-3.090, -2.489, -0.609], [-2.409, -1.377, -0.120], [-0.487, -1.411, 0.066], [0.102, -2.366, -1.499], [-0.190, -2.676, 1.493], [-4.068, 2.834, 0.658], [-3.078, 2.759, -0.821], [-2.525, 3.707, 0.582], [-3.680, 1.227, 2.895], [-2.210, 2.144, 3.312], [-2.178, 0.365, 3.299], [-5.070, 0.634, 0.518], [-6.264, -1.331, -0.342], [-5.004, -3.334, -1.071], [-2.553, -3.376, -0.925], [-0.422, -1.986, -2.372], [-0.133, -3.416, -1.344], [1.174, -2.250, -1.631], [-0.689, -3.611, 1.242], [-0.603, -2.281, 2.418], [0.878, -2.848, 1.613], [0.019, 3.703, -2.516], [1.334, 2.662, -1.201], [1.222, 1.114, -2.658], [0.903, 1.843, -3.945], [1.157, 1.266, -5.183], [0.852, 1.960, -6.346], [0.301, 3.233, -6.273], [0.043, 3.809, -5.039], [0.333, 3.111, -3.871], [0.250, 4.763, -2.450], [-1.009, 3.545, -2.197], [0.424, 0.437, -2.354], [2.163, 0.571, -2.682], [1.604, 0.280, -5.242], [1.059, 1.513, -7.309], [0.086, 3.785, -7.179], [-0.380, 4.806, -4.984], [1.613, -0.069, 3.628], [2.351, 1.267, 2.146], [3.871, -0.183, 1.783], [3.780, -1.151, 2.940], [4.791, -2.089, 3.135], [4.700, -3.003, 4.170], [3.595, -2.991, 5.015], [2.594, -2.052, 4.832], [2.687, -1.123, 3.797], [0.666, -0.475, 3.280], [1.434, 0.501, 4.538], [4.826, 0.334, 1.733], [3.677, -0.650, 0.822], [5.654, -2.101, 2.479], [5.495, -3.721, 4.325], [3.524, -3.703, 5.827], [1.743, -2.030, 5.504]],
  "lowdin_charge": [0.072, -0.250, 1.004, -0.230, -0.420, -0.081, -0.036, -0.036, -0.082, -0.415, 1.026, -0.241, -0.254, 0.044, 0.039, 0.045, 0.052, 0.047, 0.035, 0.109, 0.124, 0.123, 0.109, 0.047, 0.048, 0.041, 0.047, 0.031, 0.042, -0.376, 1.304, -0.400, -0.296, -0.027, -0.050, -0.049, -0.021, -0.298, 0.068, 0.054, 0.024, 0.070, 0.121, 0.117, 0.118, 0.125, -0.405, 1.312, -0.382, -0.293, -0.025, -0.051, -0.052, -0.030, -0.295, 0.015, 0.070, 0.069, 0.059, 0.125, 0.118, 0.117, 0.123]
}

***

{
  "formula": "C10H14N2O2S",
  "method": "ωB97M-V with the def2-TZVPD basis set",
  "de_lowest_kj_mol": 348.9,
  "largest_force_ev_per_a": 4.66,
  "e_homo_ev": -8.64,
  "elements": ["C", "N", "C", "C", "C", "C", "C", "C", "C", "C", "N", "S", "C", "O", "O", "H", "H", "H", "H", "H", "H", "H", "H", "H", "H", "H", "H", "H", "H"],
  "positions_angstrom": [[0.734, 1.747, 3.227], [0.406, 0.535, 2.564], [-0.755, 0.245, 2.188], [-0.992, -1.036, 1.423], [-1.186, -0.801, -0.036], [-1.975, -1.738, -0.676], [-2.284, -1.571, -2.047], [-1.824, -0.523, -2.719], [-0.938, 0.410, -2.093], [-0.558, 0.232, -0.765], [0.327, 1.150, -0.340], [1.821, 0.815, -0.508], [2.370, 0.014, -2.008], [2.508, 2.047, -0.366], [2.339, -0.355, 0.455], [1.028, 2.491, 2.421], [-0.087, 2.062, 3.908], [1.629, 1.473, 3.785], [-1.509, 0.970, 2.348], [-1.954, -1.520, 1.988], [-0.219, -1.719, 1.735], [-2.466, -2.578, -0.171], [-3.088, -2.310, -2.378], [-2.173, -0.293, -3.755], [-0.576, 1.243, -2.570], [1.858, -0.936, -2.106], [2.327, 0.697, -2.844], [3.358, -0.339, -1.925], [1.879, -0.414, 1.265]],
  "lowdin_charge": [-0.119, -0.071, -0.189, -0.128, -0.181, -0.046, -0.127, -0.099, -0.014, -0.355, -0.114, 0.689, -0.112, -0.301, -0.153, 0.106, 0.087, 0.072, 0.117, 0.166, 0.104, 0.114, 0.126, 0.117, 0.086, 0.073, 0.077, 0.052, 0.022]
}